{
  "formula": "C32H62BrN2O13S6",
  "method": "ωB97M-V with the def2-TZVPD basis set",
  "symbols": ["C", "O", "C", "C", "C", "N", "C", "C", "C", "Br", "C", "N", "H", "H", "H", "H", "H", "H", "H", "H", "H", "H", "H", "H", "H", "H", "C", "C", "C", "S", "O", "O", "C", "H", "H", "H", "H", "H", "H", "H", "H", "C", "C", "C", "S", "O", "O", "C", "H", "H", "H", "H", "H", "H", "H", "H", "C", "C", "C", "S", "O", "O", "C", "H", "H", "H", "H", "H", "H", "H", "H", "C", "C", "C", "S", "O", "O", "C", "H", "H", "H", "H", "H", "H", "H", "H", "C", "C", "C", "S", "O", "O", "C", "H", "H", "H", "H", "H", "H", "H", "H", "C", "C", "C", "S", "O", "O", "C", "H", "H", "H", "H", "H", "H", "H", "H"],
  "xyz": [[1.635, -3.721, 2.497], [1.283, -2.394, 2.967], [0.926, -1.515, 1.874], [-0.669, -1.562, 1.751], [-1.459, -2.503, 2.678], [-2.819, -2.254, 2.205], [-3.826, -3.096, 2.934], [-3.687, -4.675, 2.621], [-3.037, -5.014, 1.192], [-2.645, -5.663, 4.016], [-2.968, -1.282, 1.172], [-1.598, -0.859, 0.893], [2.490, -3.701, 1.738], [0.730, -4.300, 2.075], [2.028, -4.316, 3.407], [1.287, -0.457, 2.165], [1.488, -1.861, 0.939], [-1.141, -3.218, 3.501], [-3.627, -2.910, 4.058], [-4.888, -2.736, 2.702], [-4.766, -5.090, 2.598], [-2.996, -4.139, 0.460], [-1.940, -5.322, 1.385], [-3.522, -5.896, 0.656], [-3.954, -0.936, 0.703], [-1.352, -0.146, 0.191], [-1.914, -1.672, -3.660], [-1.630, -1.101, -5.050], [-0.858, 0.207, -4.860], [0.032, 0.041, -3.318], [-0.497, 1.003, -2.371], [1.447, -0.072, -3.594], [-0.601, -1.572, -2.896], [-2.271, -2.703, -3.710], [-2.683, -1.071, -3.163], [-1.018, -1.811, -5.617], [-2.548, -0.937, -5.613], [-0.150, 0.377, -5.671], [-1.530, 1.059, -4.771], [-0.725, -1.653, -1.816], [0.117, -2.316, -3.249], [-3.569, 3.394, 1.090], [-3.736, 4.101, -0.256], [-4.576, 3.188, -1.152], [-5.610, 2.224, -0.056], [-5.219, 0.834, -0.157], [-6.983, 2.649, -0.199], [-4.956, 2.888, 1.466], [-3.167, 4.064, 1.853], [-2.879, 2.551, 0.982], [-4.257, 5.051, -0.106], [-2.771, 4.325, -0.716], [-5.207, 3.762, -1.833], [-3.949, 2.498, -1.720], [-4.938, 2.113, 2.232], [-5.605, 3.710, 1.777], [-0.564, -6.408, 8.951], [0.897, -6.829, 9.118], [1.322, -7.531, 7.826], [0.312, -6.837, 6.524], [-0.552, -7.874, 6.008], [1.139, -6.022, 5.660], [-0.655, -5.766, 7.573], [-0.880, -5.718, 9.737], [-1.210, -7.291, 8.997], [1.517, -5.940, 9.275], [1.034, -7.481, 9.984], [2.375, -7.355, 7.600], [1.126, -8.604, 7.871], [-1.676, -5.699, 7.197], [-0.185, -4.780, 7.567], [-4.376, 4.333, -6.914], [-4.752, 3.540, -8.168], [-3.708, 2.435, -8.342], [-3.100, 2.059, -6.703], [-1.707, 2.435, -6.631], [-3.567, 0.748, -6.310], [-4.063, 3.293, -5.846], [-5.181, 5.000, -6.600], [-3.490, 4.943, -7.115], [-5.743, 3.093, -8.032], [-4.800, 4.180, -9.051], [-4.143, 1.536, -8.781], [-2.864, 2.774, -8.946], [-3.492, 3.696, -5.009], [-4.975, 2.813, -5.485], [3.763, 1.443, 0.256], [3.030, 2.199, -0.853], [2.116, 3.225, -0.183], [2.886, 3.638, 1.378], [2.031, 3.176, 2.450], [3.386, 4.992, 1.319], [4.259, 2.509, 1.224], [4.587, 0.844, -0.137], [3.066, 0.768, 0.767], [3.760, 2.713, -1.486], [2.459, 1.523, -1.494], [2.014, 4.128, -0.786], [1.130, 2.806, 0.028], [4.525, 2.109, 2.203], [5.101, 3.062, 0.802], [9.535, 4.137, -0.101], [9.367, 4.850, -1.444], [8.526, 3.941, -2.344], [7.494, 2.972, -1.250], [7.885, 1.585, -1.357], [6.118, 3.400, -1.389], [8.149, 3.628, 0.274], [9.938, 4.803, 0.664], [10.225, 3.294, -0.214], [8.845, 5.800, -1.289], [10.331, 5.077, -1.904], [7.894, 4.518, -3.020], [9.152, 3.254, -2.915], [8.169, 2.850, 1.036], [7.501, 4.449, 0.590]],
  "forces_ev_per_a": [[0.5, -1.3, 0.6], [-0.2, 0.0, -1.7], [0.0, 0.4, 0.4], [-1.9, -2.3, 2.2], [0.3, 4.7, -5.2], [1.3, 0.6, -0.1], [-0.8, -0.1, 0.7], [-1.1, 0.2, -1.6], [1.2, -0.3, 0.1], [-0.7, 0.6, -0.6], [3.5, -1.8, 2.2], [-1.8, -2.5, 2.4], [-1.2, 0.2, 0.8], [1.3, 1.0, 0.5], [-0.8, 1.1, -1.4], [-0.7, -1.6, -0.5], [-1.1, 0.6, 1.0], [-0.7, 1.1, -1.4], [-0.5, -0.3, -1.9], [1.6, -0.5, 0.1], [1.9, 0.6, 0.5], [-0.3, -1.0, 1.1], [-1.7, 0.5, -0.5], [0.4, 1.2, 1.0], [1.8, -0.4, 0.7], [-0.1, -0.5, 0.4], [-0.2, 0.0, 0.0], [0.0, -0.3, -0.1], [-0.2, -0.2, -0.2], [0.2, -0.4, -0.9], [0.2, 0.0, 0.4], [-0.2, 0.4, 0.5], [-0.3, -0.4, 0.2], [0.0, 0.1, 0.0], [0.0, -0.1, 0.0], [0.0, 0.0, 0.1], [0.2, 0.0, 0.1], [0.0, 0.2, 0.2], [0.3, -0.1, 0.1], [0.2, 0.1, 0.0], [0.0, 0.1, 0.1], [0.1, 0.0, 0.0], [0.1, 0.2, 0.0], [0.4, 0.2, -0.4], [-0.5, 0.8, 0.1], [0.0, -0.3, 0.0], [0.3, -0.6, -0.1], [0.3, 0.1, 0.4], [0.0, -0.1, -0.1], [0.0, 0.1, 0.1], [0.0, -0.1, 0.0], [-0.1, 0.0, 0.0], [-0.1, -0.2, 0.1], [-0.1, 0.0, 0.1], [-0.2, 0.0, -0.1], [0.0, -0.1, -0.1], [-0.1, -0.1, 0.1], [0.1, 0.1, 0.2], [0.4, -0.2, 0.4], [0.1, 0.1, 0.1], [0.2, 0.3, -0.2], [-0.3, -0.3, -0.2], [-0.3, 0.3, 0.3], [0.0, -0.1, -0.1], [0.0, 0.1, 0.0], [-0.1, -0.1, 0.0], [0.0, 0.1, -0.1], [-0.2, -0.1, -0.2], [0.0, 0.1, -0.1], [0.1, 0.0, -0.1], [0.0, -0.1, -0.1], [0.1, 0.2, -0.1], [-0.2, 0.1, 0.0], [-0.2, 0.1, -0.6], [-0.4, 0.4, -0.3], [-0.2, -0.3, 0.0], [0.2, 0.2, 0.0], [-0.2, 0.4, 0.2], [0.1, -0.1, 0.0], [-0.1, 0.0, 0.1], [0.1, 0.0, 0.0], [0.0, -0.1, 0.1], [0.2, 0.0, 0.1], [0.0, -0.1, 0.2], [0.1, -0.2, 0.0], [0.1, 0.0, 0.0], [0.0, -0.1, -0.1], [0.1, -0.1, -0.3], [-0.3, -0.1, -0.5], [0.4, 0.2, -0.2], [0.0, 0.2, 0.0], [-0.4, -0.2, 0.4], [0.3, -0.4, 0.1], [-0.1, 0.1, 0.0], [0.1, 0.0, 0.0], [0.0, -0.1, 0.1], [0.0, 0.1, 0.0], [0.0, 0.0, 0.2], [0.1, 0.1, 0.1], [-0.1, 0.2, 0.0], [-0.2, 0.0, 0.0], [0.2, 0.0, 0.0], [0.1, 0.2, 0.1], [0.3, 0.3, -0.4], [0.1, 0.1, 0.0], [-0.4, 0.2, 0.0], [0.1, -0.4, 0.0], [0.2, 0.2, 0.4], [0.0, -0.1, -0.1], [-0.1, 0.1, 0.1], [0.0, -0.1, 0.0], [-0.1, 0.0, 0.0], [-0.1, -0.2, 0.0], [-0.2, -0.1, 0.1], [-0.1, 0.0, -0.1], [0.0, -0.1, -0.1]],
  "e_homo_ev": -11.61,
  "total_charge": 1,
  "homo_lumo_gap_ev": 8.8
}



{
  "formula": "C32H62F24N4O27S8",
  "method": "ωB97M-V with the def2-TZVPD basis set",
  "symbols": ["C", "C", "C", "O", "C", "N", "H", "H", "H", "H", "H", "H", "H", "H", "H", "H", "H", "H", "C", "C", "C", "O", "C", "N", "H", "H", "H", "H", "H", "H", "H", "H", "H", "H", "H", "H", "C", "N", "C", "C", "C", "C", "O", "H", "H", "H", "H", "H", "H", "H", "H", "H", "H", "H", "H", "H", "H", "C", "C", "C", "C", "N", "C", "C", "C", "C", "C", "C", "C", "H", "H", "H", "H", "H", "H", "H", "H", "H", "H", "H", "H", "H", "H", "H", "H", "H", "H", "H", "H", "H", "H", "H", "H", "C", "F", "F", "F", "S", "O", "O", "O", "C", "F", "F", "F", "S", "O", "O", "O", "C", "F", "F", "F", "S", "O", "O", "O", "C", "F", "F", "F", "S", "O", "O", "O", "C", "F", "F", "F", "S", "O", "O", "O", "C", "F", "F", "F", "S", "O", "O", "O", "C", "F", "F", "F", "S", "O", "O", "O", "C", "F", "F", "F", "S", "O", "O", "O"],
  "xyz": [[5.965, 6.400, -5.240], [4.898, 5.582, -6.078], [3.589, 6.325, -6.280], [3.763, 7.413, -7.215], [2.644, 7.939, -7.900], [5.596, 5.179, -7.351], [6.097, 5.925, -7.813], [6.119, 4.366, -7.057], [4.985, 4.926, -8.115], [5.642, 6.699, -4.243], [6.206, 7.314, -5.784], [6.889, 5.823, -5.194], [4.529, 4.688, -5.577], [3.132, 6.574, -5.323], [2.855, 5.592, -6.614], [2.435, 7.437, -8.844], [2.712, 8.988, -8.190], [1.664, 7.729, -7.473], [4.706, -5.464, -10.363], [4.592, -5.505, -8.782], [4.713, -6.896, -8.052], [6.045, -7.268, -7.734], [6.083, -8.498, -6.998], [5.553, -4.436, -8.060], [5.598, -4.285, -7.063], [6.516, -4.558, -8.338], [5.438, -3.523, -8.476], [4.039, -6.175, -10.852], [5.688, -5.760, -10.730], [4.566, -4.481, -10.812], [3.603, -5.072, -8.632], [4.148, -7.663, -8.581], [4.128, -6.785, -7.139], [5.513, -9.303, -7.461], [5.666, -8.326, -6.006], [7.128, -8.806, -7.018], [-1.348, -0.421, 11.383], [-1.366, 0.672, 10.327], [-2.481, 0.262, 9.292], [-1.897, 2.049, 10.836], [-0.041, 0.754, 9.523], [1.111, 1.628, 10.176], [1.479, 0.868, 11.323], [-0.718, -1.218, 10.986], [-2.358, -0.733, 11.645], [-0.919, 0.056, 12.265], [-3.443, 0.139, 9.789], [-2.085, -0.655, 8.855], [-2.586, 0.988, 8.485], [-1.824, 2.729, 9.987], [-1.293, 2.303, 11.708], [-2.905, 1.803, 11.169], [-0.270, 1.108, 8.518], [0.445, -0.221, 9.518], [0.852, 2.644, 10.471], [1.853, 1.855, 9.410], [1.602, 1.410, 12.106], [1.135, -2.037, -1.820], [-0.409, -1.979, -1.403], [-0.692, -0.527, -1.002], [-1.997, -0.088, -0.213], [-1.843, 1.327, 0.524], [-0.613, 1.492, 1.429], [0.392, 2.476, 0.696], [-0.191, 2.689, -0.699], [-1.680, 2.434, -0.546], [-3.233, 1.677, 1.174], [-3.735, 0.587, 2.160], [-4.904, 1.153, 3.161], [1.606, -2.282, -0.868], [1.634, -1.152, -2.214], [1.328, -2.923, -2.425], [-0.297, -2.576, -0.498], [-1.178, -2.308, -2.101], [-0.623, 0.126, -1.872], [0.174, -0.319, -0.373], [-2.271, -0.825, 0.541], [-2.917, 0.045, -0.782], [-0.965, 1.991, 2.332], [-0.223, 0.496, 1.636], [0.631, 3.434, 1.158], [1.364, 2.013, 0.523], [-0.048, 3.708, -1.058], [0.293, 2.029, -1.420], [-2.125, 3.373, -0.219], [-2.174, 2.173, -1.481], [-3.980, 1.758, 0.384], [-3.144, 2.708, 1.516], [-2.858, 0.258, 2.719], [-4.080, -0.349, 1.720], [-4.787, 2.175, 3.524], [-4.804, 0.500, 4.028], [-5.863, 1.106, 2.644], [1.370, -10.579, -3.530], [2.444, -10.970, -2.889], [1.314, -9.275, -3.441], [1.650, -10.832, -4.804], [-0.156, -11.513, -2.749], [-0.684, -12.219, -3.898], [0.320, -12.381, -1.680], [-1.065, -10.482, -2.304], [2.308, -4.245, 3.906], [3.063, -3.532, 4.864], [2.077, -3.323, 2.937], [2.822, -5.344, 3.388], [0.633, -4.466, 4.761], [0.848, -5.106, 6.069], [0.120, -3.121, 4.902], [-0.196, -5.305, 3.905], [6.792, 0.774, -1.725], [6.569, -0.147, -0.879], [5.607, 0.957, -2.415], [7.207, 1.913, -1.065], [8.091, 0.256, -3.070], [8.249, 1.330, -3.986], [9.312, 0.026, -2.323], [7.514, -0.989, -3.596], [-8.086, -4.631, 1.365], [-7.167, -4.807, 2.234], [-9.081, -3.880, 1.809], [-7.625, -4.056, 0.260], [-8.843, -6.292, 1.081], [-7.765, -6.964, 0.280], [-9.055, -6.913, 2.403], [-10.113, -6.089, 0.352], [0.345, 6.741, 6.475], [0.261, 6.772, 7.781], [0.761, 7.870, 5.861], [1.151, 5.697, 6.202], [-1.450, 6.303, 5.812], [-1.662, 4.884, 6.187], [-2.301, 7.241, 6.565], [-1.460, 6.613, 4.351], [-10.058, 0.348, 9.777], [-9.346, -0.179, 8.771], [-9.594, 1.643, 10.107], [-11.376, 0.259, 9.449], [-9.658, -0.782, 11.353], [-8.171, -0.741, 11.407], [-10.205, -0.125, 12.582], [-10.366, -1.995, 11.018], [0.578, 0.630, -7.640], [-0.403, 0.982, -8.447], [0.562, 1.395, -6.607], [0.353, -0.613, -7.251], [2.221, 0.790, -8.614], [3.269, 0.494, -7.632], [2.177, -0.082, -9.798], [2.174, 2.272, -8.971], [-3.904, 7.959, -3.344], [-2.990, 7.043, -3.814], [-3.453, 8.276, -2.194], [-3.911, 9.157, -4.005], [-5.747, 7.323, -3.221], [-6.236, 7.356, -4.607], [-5.750, 5.948, -2.612], [-6.455, 8.253, -2.367]],
  "forces_ev_per_a": [[-0.4, -0.7, -1.2], [-0.1, 2.0, 1.7], [-0.7, 0.1, -1.5], [0.5, -0.3, 0.8], [-1.5, -0.8, -1.0], [-1.2, -0.1, 0.1], [0.9, 0.4, 0.6], [0.9, -0.3, -0.6], [-1.0, -0.8, 0.0], [-0.2, -0.4, -0.1], [-0.2, 0.1, -0.1], [0.0, -0.1, 0.4], [0.8, -0.4, 0.0], [0.6, 0.7, 0.3], [-0.1, -0.1, -0.8], [0.8, -0.4, -0.5], [0.5, 0.0, 0.8], [0.2, 0.4, 1.1], [1.6, -0.1, 0.8], [0.0, 0.0, -0.5], [-0.2, 1.1, 0.5], [-0.8, 0.3, -1.0], [0.2, 0.2, -0.2], [0.3, -0.4, -2.1], [-0.7, -0.5, 0.7], [0.6, -1.1, 0.0], [-1.0, 0.7, -0.1], [-0.4, 0.1, 0.6], [0.3, -0.2, 0.3], [-0.5, 0.1, 0.4], [0.0, -0.3, 0.6], [0.3, 0.0, -0.6], [0.1, 0.1, 0.4], [-0.2, 0.1, -0.3], [0.3, -0.2, 0.2], [-0.1, 0.1, 0.5], [0.4, 1.4, 0.0], [-1.7, 0.4, -1.7], [1.4, -0.4, 0.1], [1.1, -2.1, 0.2], [1.0, 1.5, 1.0], [-2.0, -0.1, 0.2], [0.5, -0.1, -0.2], [-0.3, 0.0, 0.3], [0.0, 0.0, -0.4], [0.3, -0.4, 0.0], [0.3, -0.1, 0.1], [-0.5, -0.2, 0.0], [0.3, 0.3, 0.3], [-0.2, 0.1, 0.4], [0.0, 0.4, -0.2], [0.0, 0.5, -0.2], [-0.1, -0.1, 0.1], [-0.6, -0.2, -0.3], [-0.7, 0.0, 0.1], [0.6, -1.0, 0.1], [0.1, 0.3, -0.2], [-1.0, -0.9, 0.5], [1.1, 0.9, 0.2], [-0.6, 1.0, 0.7], [1.0, 0.2, 0.5], [-1.2, 0.5, -1.7], [-0.1, 1.0, -0.3], [0.2, -1.0, -0.6], [-0.2, 0.1, -0.2], [0.6, -0.1, -0.4], [0.0, -1.4, -0.2], [-0.2, 1.8, 1.3], [1.7, -0.9, -1.2], [0.4, 0.3, -0.1], [-0.5, 0.0, -0.3], [0.0, 0.2, -0.3], [-1.3, -0.3, -0.1], [0.5, -0.5, -0.1], [0.1, -0.1, -0.1], [-0.1, 0.6, 0.2], [0.4, 0.2, 0.3], [0.3, 0.0, -0.5], [0.0, -0.4, 0.1], [0.1, 0.3, 0.1], [-0.7, -0.2, 0.6], [0.0, -0.3, 0.5], [0.0, 0.0, 0.0], [-0.2, 0.0, 0.0], [-0.3, -0.3, 0.5], [-0.1, -0.3, 0.2], [0.4, -0.1, -0.5], [0.2, -0.3, 0.8], [-0.1, 0.2, 0.6], [-0.3, 0.4, -0.5], [0.5, 0.0, -0.3], [-0.7, 0.0, -0.1], [0.0, -0.3, 0.3], [-1.0, -1.2, 0.9], [1.7, -0.5, 1.3], [-0.5, 1.6, 0.3], [-0.5, -0.6, -1.5], [-1.7, -0.4, 0.1], [0.6, -0.4, -0.6], [0.8, 0.7, -0.7], [0.8, 0.6, 0.1], [-2.4, 2.2, 1.7], [0.3, -1.8, -1.6], [0.8, -0.8, -0.3], [0.8, 0.7, 0.5], [-2.5, -2.0, 1.7], [1.1, 0.5, -1.0], [0.7, 0.8, -0.4], [1.2, 0.5, -0.5], [1.1, 1.4, -3.3], [-0.2, -1.5, 1.9], [0.7, 0.8, 0.9], [-1.0, -0.9, -0.7], [0.5, -2.8, 1.4], [-0.9, 1.8, -1.3], [-0.2, 0.0, 0.7], [-0.1, 1.2, 0.3], [-2.7, -2.1, -1.6], [2.1, 0.8, 1.7], [-0.3, 1.4, 0.9], [0.6, 0.3, -0.3], [0.1, -3.5, -1.8], [-1.7, 1.4, 1.3], [0.4, 1.3, -0.9], [1.4, 0.4, 0.6], [-3.0, -1.8, -2.4], [0.6, 1.3, 1.1], [0.5, -0.7, 1.3], [0.8, 0.6, -0.4], [-1.5, 0.7, -1.1], [0.9, 1.5, -0.4], [1.1, -0.8, -0.2], [0.8, -1.0, 2.4], [1.0, -1.3, 2.7], [-0.4, 1.1, 0.0], [-1.4, -1.8, -1.5], [1.4, 1.2, 0.2], [0.6, 2.1, 2.3], [-1.9, -0.6, -0.9], [0.3, -0.5, -2.2], [0.6, -0.2, -0.4], [1.5, -0.8, -2.3], [-0.9, 0.3, -0.6], [0.2, 1.4, 1.8], [0.0, -1.0, 0.3], [0.7, 3.0, -0.9], [-0.8, -0.2, -0.5], [-0.3, 0.4, 1.5], [0.0, -2.9, 0.8], [-1.6, -0.5, -0.9], [-1.0, 1.0, -0.8], [0.8, 0.4, 3.2], [0.3, -1.1, -1.0], [-2.1, -2.9, -0.1], [1.3, 0.0, 0.8], [1.3, 2.4, -1.3], [1.1, 0.7, 0.1]],
  "e_homo_ev": -1.71,
  "total_charge": -4,
  "homo_lumo_gap_ev": 4.2
}